# 1
2 unconnected molecules or ions with the total composition C51H59N4O. Source: the Open Molecules 2025 dataset; level of theory: ωB97M-V with the def2-TZVPD basis set.

Properties
LUMO level	-0.140	hartree
energy relative to the best compared isomer or geometry (same formula, charge and spin)	307.1	kJ/mol
charge	+1
calculated total energy	-61844.66305	eV

Geometry as XYZ:
```
115
Properties=species:S:1:pos:R:3:forces:R:3
C 0.69217 -6.60204 1.69792 -0.56 0.29 -0.26
O -0.48819 -5.96407 1.15659 0.45 0.67 0.23
C -0.40047 -4.65417 0.78614 0.43 0.10 -0.19
C 0.79006 -3.88932 0.86286 -0.58 -0.67 0.12
C 0.81388 -2.62185 0.30100 -0.60 0.33 -0.54
C -0.31955 -2.07465 -0.35312 0.04 -1.54 0.97
C -0.23084 -0.77396 -0.96217 -1.19 -0.41 -1.88
N -0.79872 -0.48535 -2.19443 1.24 2.32 0.55
C -1.58685 -1.31988 -3.06246 -0.37 -0.42 -0.90
C -2.88240 -0.90908 -3.41899 -0.23 0.14 0.45
C -3.49842 0.43520 -3.03093 0.28 0.04 0.08
C -4.56700 0.25298 -1.95465 -0.07 -0.15 0.15
C -4.07178 1.16335 -4.25100 0.14 -0.07 -0.15
C -3.69310 -1.80981 -4.10730 0.11 -0.28 -0.08
C -3.22183 -3.06071 -4.48828 -0.01 0.10 0.03
C -1.88804 -3.38769 -4.26192 -0.07 0.06 0.00
C -1.04204 -2.52021 -3.57673 0.44 0.22 0.09
C 0.46002 -2.84225 -3.50962 -0.49 0.12 0.50
C 1.14290 -2.46936 -4.82622 -0.11 0.19 -0.08
C 0.72569 -4.29674 -3.11920 0.07 -0.06 0.13
N -0.56255 0.79921 -2.53990 1.02 -1.44 0.61
N 0.23147 1.28903 -1.56040 -1.11 -1.36 0.17
C 0.74366 2.62568 -1.74457 -0.12 0.77 -0.74
C -0.06414 3.70488 -1.35005 -0.27 -0.16 0.41
C -1.41445 3.44560 -0.68168 0.13 -0.21 -0.35
C -2.48651 4.45942 -1.08555 0.11 -0.03 -0.12
C -1.24691 3.36103 0.82655 0.16 0.05 0.42
C 0.38482 5.00449 -1.57564 0.24 0.00 -0.04
C 1.59630 5.21735 -2.23555 0.01 0.08 -0.16
C 2.32375 4.14017 -2.74593 -0.10 0.34 0.14
C 1.88540 2.83417 -2.54512 0.29 -0.62 -0.06
C 2.64971 1.68823 -3.23435 -0.35 0.02 0.44
C 4.06261 1.54767 -2.67252 0.07 0.04 0.24
C 2.68247 1.84150 -4.75807 -0.25 0.11 -0.01
C 0.37502 0.37205 -0.49944 -0.19 0.91 -0.21
C 0.88796 0.51886 0.80560 1.91 0.40 0.93
C -1.52428 -2.83461 -0.35268 0.67 0.72 0.00
C -1.56730 -4.07719 0.23227 0.35 -0.74 0.28
H 0.33941 -7.60372 1.93578 0.25 0.07 0.09
H 1.49220 -6.64916 0.94537 -0.21 0.05 0.19
H 1.04563 -6.08434 2.60312 -0.14 -0.19 -0.25
H 1.68927 -4.29928 1.33575 -0.40 0.19 -0.30
H 1.75001 -2.06188 0.32480 -0.27 -0.18 -0.10
H -2.69196 1.06244 -2.63696 -0.37 -0.07 -0.01
H -4.15605 -0.28598 -1.09169 -0.12 0.04 -0.08
H -4.93438 1.22385 -1.60132 0.01 -0.16 -0.11
H -5.41797 -0.32603 -2.34666 0.22 0.19 0.18
H -3.29664 1.29013 -5.01446 -0.16 -0.01 0.05
H -4.90755 0.60598 -4.69523 0.17 0.20 0.09
H -4.43107 2.15878 -3.96865 0.00 -0.18 0.00
H -4.71868 -1.51727 -4.32820 0.24 -0.14 0.00
H -3.88577 -3.77072 -4.98243 0.20 0.22 0.07
H -1.48643 -4.33138 -4.63319 -0.15 0.28 0.09
H 0.87856 -2.21521 -2.71445 0.10 -0.09 -0.17
H 0.94775 -1.41797 -5.06750 0.05 -0.14 -0.05
H 2.22634 -2.60498 -4.74956 -0.13 -0.05 -0.02
H 0.76719 -3.08405 -5.65462 0.08 0.11 0.17
H 0.16974 -4.56322 -2.21350 0.04 0.00 -0.13
H 0.44960 -4.99747 -3.91743 0.09 0.15 0.16
H 1.79155 -4.43166 -2.90151 -0.15 -0.02 -0.13
H -1.74540 2.45913 -1.03883 -0.09 0.24 0.13
H -2.53460 4.54626 -2.17777 -0.03 0.08 0.20
H -3.46837 4.12867 -0.72826 0.18 0.10 0.01
H -2.27625 5.44850 -0.66028 -0.14 -0.17 -0.09
H -0.56330 2.54240 1.08693 -0.26 0.25 0.06
H -0.82538 4.29949 1.21997 -0.14 -0.22 -0.08
H -2.20205 3.16485 1.32639 0.17 0.10 -0.11
H -0.22555 5.85209 -1.24105 0.34 -0.38 -0.21
H 1.94906 6.23941 -2.40967 -0.13 -0.40 0.10
H 3.24088 4.31443 -3.32716 -0.53 -0.05 0.30
H 2.09643 0.77225 -3.00007 0.13 -0.04 -0.09
H 4.03028 1.40229 -1.58662 0.08 0.05 -0.14
H 4.57801 0.68899 -3.11639 -0.08 0.15 0.01
H 4.65242 2.44892 -2.88051 -0.05 -0.18 0.05
H 1.66436 1.90831 -5.15907 0.18 0.04 0.01
H 3.23208 2.74391 -5.05612 -0.11 -0.20 0.04
H 3.17138 0.97468 -5.21848 -0.04 0.16 0.12
H 1.10160 1.53309 1.19338 0.46 -0.91 -0.52
H 1.51938 -0.33936 1.09754 -0.03 1.31 -0.21
H -2.41797 -2.41835 -0.82246 0.21 -0.16 0.19
H -2.48178 -4.67078 0.25646 0.24 0.17 -0.11
C 1.72691 -2.54691 5.12579 -0.22 -0.46 -0.17
C 1.98049 -1.10043 4.99929 0.16 1.35 -0.80
N 2.82318 -0.45978 5.84827 0.12 -0.12 -0.09
C 3.58023 -1.10584 6.90808 0.01 -0.24 0.20
C 2.84870 0.91152 5.58332 -0.72 0.09 0.01
C 1.92806 1.15655 4.53918 0.17 -0.40 0.80
C 1.68177 2.46263 4.14136 0.51 0.56 0.05
C 2.35367 3.50368 4.79817 -0.31 -0.37 -0.36
C 3.24528 3.25063 5.85196 -0.14 -0.68 0.17
C 3.48321 1.93428 6.27960 0.32 0.45 -0.24
C 1.37247 -0.13097 4.14903 1.19 0.34 0.29
C 0.39390 -0.30882 3.14430 -0.58 -1.43 -0.06
C -0.90517 0.29064 3.23509 -1.26 0.92 -0.12
C -1.28608 1.18938 4.26921 0.25 -0.34 -0.51
C -2.53206 1.80929 4.22350 -0.20 0.05 0.03
C -3.41243 1.56632 3.16124 0.10 -0.02 0.33
C -3.07223 0.63542 2.17226 -0.11 -0.41 0.20
C -1.86040 -0.02969 2.24194 0.10 0.30 0.10
H 0.89245 -2.80089 4.47027 0.04 -0.15 0.12
H 2.58939 -3.16225 4.82888 -0.12 0.24 0.13
H 1.45883 -2.80901 6.15968 0.04 0.02 -0.30
H 4.19751 -0.35414 7.40722 -0.13 -0.28 -0.14
H 2.91226 -1.56152 7.65426 0.14 0.22 -0.21
H 4.22660 -1.89960 6.50776 -0.13 0.31 0.05
H 0.98626 2.63985 3.32505 0.06 0.22 0.17
H 2.16600 4.52982 4.48745 0.07 -0.21 0.09
H 3.72218 4.08546 6.36222 -0.06 -0.24 -0.12
H 4.16956 1.70598 7.09960 -0.26 0.28 -0.27
H 0.47552 -1.21853 2.54138 -0.47 0.04 0.54
H -0.59580 1.39727 5.09269 -0.32 -0.08 -0.35
H -2.82283 2.48484 5.03947 0.13 -0.29 -0.47
H -4.38058 2.07174 3.13103 0.34 -0.14 -0.01
H -3.77682 0.39048 1.37233 0.21 0.15 0.28
H -1.57848 -0.77132 1.49328 -0.14 0.27 0.10
```
Forces are in eV/Å.

# 2
A gas-phase ion, C4H4N (charge +1). Source: the Open Molecules 2025 dataset; level of theory: ωB97M-V with the def2-TZVPD basis set.

Properties
LUMO level	-0.211	hartree
energy relative to the best compared isomer or geometry (same formula, charge and spin)	66.6	kJ/mol
charge	+1
structure (SMILES)	C#CC[N+]#C
calculated total energy	-5690.96648	eV

Geometry as XYZ:
```
9
Properties=species:S:1:pos:R:3:forces:R:3
C -0.81120 -1.77562 -1.40980 1.06 1.18 2.35
C 0.22413 2.27804 0.41056 -0.61 -2.77 0.27
C -0.33242 -1.00725 -0.60179 -0.29 -0.61 -1.37
C 0.33294 -0.19283 0.43727 3.12 -3.56 -3.37
N 0.13324 1.14322 0.32115 0.36 3.92 0.24
H -1.22367 -2.66178 -1.79871 -0.39 -0.26 -0.85
H 0.19261 3.18932 0.91062 0.03 1.92 -0.03
H 1.51363 -0.38797 0.41896 -2.44 0.49 0.01
H -0.02925 -0.58512 1.31173 -0.86 -0.31 2.76
```
Forces are in eV/Å.

# 3
A single C2H2N2O2S molecule. Source: the Open Molecules 2025 dataset; level of theory: ωB97M-V with the def2-TZVPD basis set.

Properties
LUMO level	0.009	hartree
energy relative to the best compared isomer or geometry (same formula, charge and spin)	77.8	kJ/mol
structure (SMILES)	Oc1noc(=S)[nH]1
calculated total energy	-20015.54252	eV

Geometry as XYZ:
```
9
Properties=species:S:1:pos:R:3:forces:R:3
C 0.15856 -0.48494 -0.62244 -1.19 1.07 -0.28
C -0.04186 0.67288 1.21334 -0.29 0.47 0.45
H 0.59030 -1.31618 -2.21151 -0.38 -0.08 -0.12
H -1.54310 0.80215 -0.25071 0.92 -0.24 0.06
N 1.15111 -0.84926 0.07456 0.93 -0.69 0.17
N -0.59537 0.48415 -0.01606 -0.58 -0.30 -0.04
O -0.18661 -0.85873 -1.84387 0.77 -0.45 -0.24
O 1.04206 -0.11464 1.27995 -0.15 0.01 -0.40
S -0.57510 1.66457 2.37673 -0.04 0.21 0.42
```
Forces are in eV/Å.

# 4
A molecular structure, C21H35BN13O2. Source: the Open Molecules 2025 dataset; level of theory: ωB97M-V with the def2-TZVPD basis set.

Properties
LUMO level	-0.117	hartree
charge	+1
calculated total energy	-46473.48742	eV

Geometry as XYZ:
```
72
Properties=species:S:1:pos:R:3:forces:R:3
C 1.50314 -2.41201 2.54387 0.51 -0.62 1.92
O 0.68043 -2.17559 1.35827 2.61 1.91 -2.32
B 1.43952 -1.65694 0.24392 0.97 -1.78 0.55
O 2.78924 -2.09109 -0.13995 -3.51 1.33 0.63
N 0.81181 -0.60031 -0.67602 0.53 -0.18 0.52
C 1.48987 0.47907 -1.12959 2.14 4.24 -2.32
N 0.89770 1.49869 -2.06790 6.58 0.46 2.02
C 2.04698 2.41210 -2.27250 0.37 -2.54 2.09
N 3.24008 2.02329 -1.50759 -5.10 0.05 -2.06
N 2.88554 0.88234 -0.83134 -3.51 -1.99 -0.17
H 2.62283 -2.16237 2.42427 -1.82 -0.44 -0.24
H 1.10234 -1.70254 3.38831 0.60 -1.56 -1.56
H 1.42311 -3.54000 2.85061 0.03 2.30 -0.56
H 2.69986 -2.72520 -0.89874 0.46 0.42 0.95
H -0.16391 -0.73964 -1.00058 0.99 0.70 0.32
H 2.14275 3.35488 -2.93444 -0.68 -1.90 1.20
H 4.17947 2.44509 -1.41256 -0.95 -0.49 -0.08
H 3.56870 0.40590 -0.19545 -0.50 0.47 -0.73
C -2.35032 -1.07727 2.30440 -0.22 0.15 1.04
C -2.59816 -0.78908 3.76280 -0.91 0.99 5.00
N -2.79541 -0.55707 4.93535 1.12 -1.22 -6.44
H -2.79013 -2.04003 2.03524 0.00 0.14 0.13
H -2.80126 -0.29548 1.68902 -0.13 -0.11 0.18
H -1.27622 -1.10984 2.10894 -0.12 -0.13 0.13
C -6.58402 -0.69574 5.53974 0.19 -0.16 -1.01
C -6.33853 -0.96417 4.07700 0.87 -0.93 -4.94
N -6.14291 -1.18021 2.90043 -1.00 1.20 6.36
H -5.64966 -0.40748 6.02673 -0.03 -0.07 -0.19
H -7.30925 0.11355 5.65317 0.13 -0.13 -0.08
H -6.97463 -1.59419 6.02246 0.06 0.06 -0.16
C 5.13339 -4.34068 -2.62562 -3.02 -0.54 4.37
C 4.25571 -4.48706 -1.38735 -3.37 -0.64 4.95
N 3.55953 -4.60502 -0.40416 3.46 0.30 -5.11
H 6.18279 -4.32431 -2.32927 -0.73 -0.12 1.03
H 4.96121 -5.18144 -3.29740 -0.96 -0.20 1.33
H 4.88938 -3.41085 -3.14033 -0.79 -0.10 1.11
C -2.62437 3.25811 -2.40112 0.07 0.97 0.33
C -2.36053 4.68506 -1.99262 0.86 4.52 1.26
N -2.14892 5.82676 -1.66500 -1.06 -5.95 -1.65
H -3.52669 2.89043 -1.90716 0.08 0.15 -0.01
H -2.76174 3.19996 -3.48272 0.06 0.14 0.17
H -1.77954 2.62741 -2.11512 -0.01 0.16 -0.06
C 5.00368 3.17863 1.95683 0.24 -0.79 -0.50
C 5.17520 1.88045 1.21136 0.60 -3.91 -2.11
N 5.31322 0.83944 0.61368 -0.80 5.37 2.94
H 4.10683 3.69341 1.60527 0.03 -0.22 0.07
H 4.90508 2.98284 3.02663 -0.05 -0.09 -0.19
H 5.87167 3.82064 1.79068 -0.01 -0.20 -0.04
C -0.89923 2.00092 2.23583 1.02 0.41 0.07
C 0.54138 2.43715 2.32523 4.53 1.39 0.28
N 1.69384 2.78794 2.39851 -5.87 -1.91 -0.52
H -0.95759 0.99403 1.81900 0.18 0.22 0.07
H -1.35079 2.00139 3.23055 0.13 0.00 -0.07
H -1.45560 2.68568 1.59184 0.16 0.01 0.08
C 7.72243 -3.94597 -6.35996 -0.59 -0.11 0.84
C 6.85029 -4.09083 -5.13819 -2.55 -0.44 3.57
N 6.14811 -4.20791 -4.15434 8.90 1.48 -12.70
H 8.77418 -3.92925 -6.06589 -0.17 -0.02 0.06
H 7.55538 -4.78594 -7.03774 -0.04 0.07 0.16
H 7.48292 -3.01570 -6.87956 -0.03 -0.11 0.14
C -10.79941 0.91230 4.20090 0.67 0.27 0.75
C -9.81567 1.28629 5.28052 3.06 1.22 3.41
N -9.02818 1.58575 6.14469 -4.09 -1.55 -4.50
H -10.93820 -0.17085 4.18359 0.08 0.14 0.07
H -11.76176 1.39170 4.39257 0.17 -0.03 0.06
H -10.42587 1.23920 3.22817 0.03 -0.01 0.18
C -0.96347 1.04137 -5.74779 0.17 1.02 0.26
C -0.70221 2.47017 -5.34312 0.89 4.47 1.27
N -0.49150 3.61283 -5.01667 -1.01 -5.93 -1.61
H -1.86595 0.67425 -5.25409 0.10 0.12 -0.04
H -1.09952 0.98030 -6.82967 0.02 0.09 0.15
H -0.11847 0.41273 -5.45885 -0.07 0.16 0.00
```
Forces are in eV/Å.